1.
This record from the Open Molecules 2025 dataset describes C42H69BrN3O5P2PrS2 as an isolated structure in a non-equilibrium geometry. The level of theory is ωB97M-V/def2-TZVPD.

Calculated values
E_tot in Eh: -6752.6943
LUMO level (spin up / spin down) in eV: 0.33 / 0.33
Largest force on an atom in eV/A: 1.20
Frontier orbital gap (spin up / spin down) in eV: 7.3 / 7.3

Geometry as ORCA input:
```
! wB97M-V def2-TZVPD RIJCOSX def2/J DEFGRID3
* xyz 0 3
Pr 0.286 -1.032 -0.304
C -2.929 -1.708 -2.683
C -2.735 -1.849 -1.198
N -1.921 -2.772 -0.800
N -2.127 -3.333 0.410
C -1.335 -3.593 1.373
S 0.270 -3.077 1.716
S -2.108 -4.658 2.616
C -2.666 -3.325 3.762
C -4.005 -3.658 4.347
C -4.142 -4.769 5.178
C -5.368 -5.088 5.738
C -6.478 -4.296 5.475
C -6.351 -3.195 4.643
C -5.123 -2.879 4.078
C -3.529 -1.052 -0.254
C -4.875 -0.757 -0.472
C -5.614 -0.045 0.455
C -5.002 0.356 1.640
C -3.664 0.102 1.867
C -2.870 -0.555 0.909
O -1.571 -0.641 1.045
H -3.591 -2.510 -3.021
H -1.982 -1.812 -3.213
H -3.398 -0.759 -2.944
H -2.700 -2.413 3.169
H -1.910 -3.227 4.540
H -3.272 -5.387 5.371
H -5.460 -5.957 6.378
H -7.439 -4.543 5.909
H -7.215 -2.578 4.425
H -5.039 -2.027 3.416
H -5.353 -1.125 -1.373
H -6.658 0.173 0.273
H -5.577 0.890 2.388
H -3.187 0.408 2.791
O 0.823 -0.033 2.177
H 1.145 -0.849 2.578
H -0.149 -0.116 2.221
O -1.507 0.830 -1.512
H -1.393 0.622 -2.450
H -2.443 0.717 -1.295
Br 0.618 -0.911 -3.091
C -0.432 -4.564 -4.478
C 0.073 -5.300 -3.227
C 1.350 -6.092 -3.549
C -1.016 -6.219 -2.659
C 0.416 -4.298 -2.221
N 0.685 -3.513 -1.432
H -0.505 -5.271 -5.306
H 0.240 -3.753 -4.758
H -1.418 -4.135 -4.297
H 1.113 -6.891 -4.252
H 1.770 -6.538 -2.647
H 2.101 -5.442 -4.000
H -1.316 -6.937 -3.422
H -1.888 -5.638 -2.357
H -0.653 -6.764 -1.787
O 1.268 1.308 -0.499
P 1.455 2.793 -0.378
C 2.564 3.094 1.058
C 3.711 2.072 1.012
C 4.731 2.402 2.099
C 5.408 3.765 1.845
C 4.572 4.663 0.925
C 3.079 4.542 1.232
C 2.406 3.462 -1.838
C 2.280 2.512 -3.036
C 0.910 2.673 -3.693
C 0.704 4.098 -4.198
C 0.842 5.099 -3.052
C 2.163 4.903 -2.310
C -0.145 3.653 -0.053
C -0.825 2.987 1.155
C -2.057 3.799 1.550
C -1.657 5.193 2.079
C -0.275 5.612 1.567
C -0.119 5.192 0.108
H 1.943 2.824 1.918
H 4.203 2.079 0.034
H 3.297 1.073 1.153
H 5.484 1.615 2.156
H 4.212 2.416 3.061
H 6.393 3.618 1.396
H 5.570 4.273 2.799
H 4.755 4.398 -0.120
H 4.883 5.703 1.040
H 2.528 5.235 0.596
H 2.916 4.864 2.263
H 3.432 3.419 -1.458
H 2.431 1.476 -2.732
H 3.060 2.770 -3.762
H 0.147 2.440 -2.946
H 0.798 1.954 -4.503
H -0.283 4.193 -4.656
H 1.445 4.321 -4.974
H 0.003 4.974 -2.366
H 0.797 6.120 -3.440
H 2.247 5.614 -1.485
H 2.975 5.143 -3.006
H -0.733 3.392 -0.937
H -0.146 2.938 2.011
H -1.102 1.969 0.905
H -2.627 3.265 2.307
H -2.713 3.893 0.679
H -1.660 5.199 3.171
H -2.394 5.931 1.754
H 0.514 5.154 2.169
H -0.159 6.693 1.659
H 0.786 5.629 -0.312
H -0.958 5.615 -0.453
C 5.166 -2.008 0.385
P 3.567 -2.498 -0.313
C 3.209 -4.084 0.473
C 3.868 -2.803 -2.069
O 2.553 -1.410 -0.092
H 5.888 -2.821 0.327
H 5.017 -1.722 1.427
H 5.536 -1.145 -0.169
H 4.049 -4.761 0.308
H 2.294 -4.509 0.073
H 3.065 -3.922 1.540
H 4.556 -3.638 -2.203
H 4.285 -1.900 -2.515
H 2.913 -3.012 -2.547
*
```

2.
This record from the Open Molecules 2025 dataset describes a 14-piece molecular cluster, C42H70O42 overall in a non-equilibrium geometry. The level of theory is ωB97M-V/def2-TZVPD.

Calculated values
E_tot in Eh: -4802.3128
Relative energy (zero: lowest compared OMol25 entry of this formula, charge and spin) in kJ/mol: 561.0
LUMO level in eV: -0.21
Largest force on an atom in eV/A: 7.04
Frontier orbital gap in eV: 10.2

Geometry as ORCA input:
```
! wB97M-V def2-TZVPD RIJCOSX def2/J DEFGRID3
* xyz 0 1
C -15.130 11.341 5.842
C -15.926 10.117 5.809
O -17.051 10.316 6.517
C -17.240 11.653 6.532
O -18.283 12.287 6.722
O -16.143 12.240 5.887
H -14.367 11.445 5.070
H -14.568 11.386 6.775
H -15.443 9.277 6.309
H -16.307 9.776 4.846
C -13.111 5.000 6.286
C -12.484 6.141 5.464
O -13.633 6.688 4.790
C -14.772 6.437 5.561
O -15.902 6.907 5.464
O -14.437 5.468 6.372
H -12.719 4.888 7.297
H -13.273 4.191 5.573
H -11.720 5.705 4.821
H -12.046 6.842 6.174
C -17.488 1.364 0.749
C -18.756 1.253 0.013
O -18.803 -0.152 -0.138
C -17.586 -0.566 -0.302
O -17.171 -1.655 -0.790
O -16.722 0.324 0.166
H -17.591 0.982 1.764
H -17.035 2.345 0.611
H -18.899 1.881 -0.867
H -19.549 1.486 0.723
C -17.565 11.652 2.416
C -16.507 12.643 2.367
O -16.607 13.164 1.061
C -17.841 12.818 0.547
O -18.295 13.263 -0.486
O -18.513 12.126 1.453
H -17.948 11.822 3.423
H -17.183 10.642 2.265
H -15.541 12.249 2.685
H -16.737 13.405 3.112
C -12.502 7.482 1.375
C -13.165 7.855 0.029
O -14.290 8.604 0.354
C -14.503 8.618 1.550
O -15.526 9.001 2.086
O -13.480 8.040 2.169
H -11.478 7.848 1.441
H -12.430 6.395 1.340
H -13.446 7.013 -0.604
H -12.517 8.495 -0.570
C -24.056 5.107 4.237
C -25.028 6.189 3.919
O -26.238 5.760 4.504
C -25.975 4.824 5.376
O -26.730 4.348 6.189
O -24.718 4.439 5.266
H -23.160 5.637 4.560
H -23.689 4.408 3.485
H -25.063 6.378 2.846
H -24.728 7.117 4.406
C -27.054 3.535 1.159
C -27.213 2.447 2.101
O -25.962 1.835 2.214
C -25.046 2.659 1.833
O -23.814 2.489 2.074
O -25.590 3.745 1.278
H -27.541 4.443 1.514
H -27.403 3.282 0.158
H -27.800 1.701 1.564
H -27.727 2.707 3.027
C -23.513 1.749 5.003
O -23.450 1.051 6.242
C -23.802 -0.241 6.138
O -24.348 -0.867 5.223
O -23.508 -0.828 7.359
C -23.734 -2.252 7.603
H -22.962 2.688 5.045
H -24.496 1.885 4.553
H -22.904 1.182 4.300
H -23.088 -2.586 8.415
H -23.609 -2.905 6.740
H -24.691 -2.319 8.121
C -18.856 9.323 -0.740
O -19.064 9.899 -2.055
C -19.020 9.219 -3.246
O -19.124 9.739 -4.367
O -18.771 7.872 -3.001
C -18.693 6.927 -4.047
H -19.610 8.543 -0.629
H -18.919 10.113 0.008
H -17.872 8.855 -0.721
H -18.334 5.955 -3.709
H -17.988 7.277 -4.801
H -19.742 6.844 -4.331
C -17.400 3.573 5.740
O -18.224 3.416 6.869
C -19.499 3.076 6.697
O -20.092 2.942 5.565
O -20.133 2.874 7.897
C -21.464 2.391 7.972
H -17.889 3.824 4.800
H -17.049 2.551 5.592
H -16.512 4.173 5.939
H -21.695 2.440 9.036
H -21.525 1.432 7.457
H -22.141 3.083 7.471
C -19.611 6.791 6.686
O -20.884 7.356 6.414
C -21.932 7.022 7.191
O -22.029 6.366 8.197
O -22.890 7.776 6.757
C -24.156 7.642 7.234
H -19.041 7.718 6.617
H -19.413 5.977 5.989
H -19.405 6.328 7.651
H -24.435 6.591 7.150
H -24.743 8.260 6.556
H -24.271 7.929 8.280
C -21.216 4.372 2.379
O -20.829 5.715 2.112
C -19.760 6.138 2.853
O -18.928 5.459 3.470
O -19.587 7.363 2.469
C -18.343 7.952 2.794
H -20.362 3.697 2.427
H -21.900 4.083 1.580
H -21.616 4.432 3.391
H -18.180 7.977 3.872
H -18.448 8.960 2.395
H -17.524 7.425 2.305
C -14.715 2.205 -1.769
O -15.737 3.115 -1.344
C -15.394 4.438 -1.511
O -14.419 4.908 -2.071
O -16.349 5.052 -0.996
C -16.369 6.463 -0.899
H -14.711 1.334 -1.113
H -13.747 2.704 -1.812
H -15.117 1.944 -2.748
H -16.343 6.679 0.169
H -17.349 6.818 -1.217
H -15.563 7.037 -1.355
C -13.962 0.866 4.383
O -14.094 2.305 4.325
C -14.558 2.859 3.209
O -14.649 2.332 2.097
O -14.946 4.079 3.529
C -15.444 5.000 2.627
H -13.098 0.418 3.894
H -14.904 0.435 4.041
H -13.900 0.737 5.463
H -15.830 5.865 3.165
H -16.232 4.514 2.053
H -14.623 5.308 1.978
*
```

3.
This record from the Open Molecules 2025 dataset describes a 12-piece molecular cluster, C42H72N12O6 overall in a non-equilibrium geometry. The level of theory is ωB97M-V/def2-TZVPD.

Calculated values
E_tot in Eh: -2752.0567
LUMO level in eV: 0.55
Largest force on an atom in eV/A: 3.13
SMILES: c1cc[nH]c1.c1cc[nH]c1.c1cc[nH]c1.c1cc[nH]c1.c1cc[nH]c1.c1cc[nH]c1.CN(C)C=O.CN(C)C=O.CN(C)C=O.CN(C)C=O.CN(C)C=O.CN(C)C=O
Frontier orbital gap in eV: 8.9

Geometry as ORCA input:
```
! wB97M-V def2-TZVPD RIJCOSX def2/J DEFGRID3
* xyz 0 1
C 6.517 0.038 1.113
C 6.355 1.469 1.313
C 5.349 1.861 0.513
N 4.793 0.765 -0.064
C 5.528 -0.337 0.289
H 7.266 -0.606 1.517
H 7.034 2.019 1.947
H 4.973 2.848 0.355
H 3.986 0.712 -0.683
H 5.282 -1.324 -0.071
C -0.464 -4.549 -0.430
C -0.482 -4.050 -1.792
C 0.825 -4.040 -2.221
N 1.623 -4.463 -1.188
C 0.838 -4.725 -0.122
H -1.341 -4.782 0.145
H -1.383 -3.884 -2.362
H 1.259 -3.766 -3.171
H 2.639 -4.421 -1.208
H 1.220 -5.166 0.780
C -4.759 2.389 1.360
C -4.734 2.638 2.783
C -4.365 1.466 3.388
N -4.055 0.530 2.390
C -4.317 1.129 1.186
H -5.166 3.001 0.581
H -5.046 3.538 3.311
H -4.371 1.263 4.444
H -3.710 -0.412 2.505
H -4.126 0.596 0.264
C 0.903 3.699 -4.259
C 0.076 4.878 -4.441
C -0.390 5.246 -3.208
N 0.107 4.342 -2.298
C 0.890 3.428 -2.942
H 1.498 3.192 -5.000
H -0.055 5.355 -5.420
H -1.019 6.054 -2.925
H 0.035 4.461 -1.311
H 1.426 2.705 -2.356
C -2.554 -3.085 2.642
C -3.239 -3.006 3.919
C -4.555 -2.872 3.636
N -4.705 -2.786 2.260
C -3.479 -2.920 1.676
H -1.485 -3.285 2.535
H -2.801 -3.033 4.903
H -5.385 -2.747 4.323
H -5.591 -2.682 1.801
H -3.329 -2.967 0.613
C -1.892 5.709 0.405
C -0.609 6.431 0.532
C 0.170 5.643 1.329
N -0.581 4.579 1.760
C -1.822 4.630 1.215
H -2.706 6.025 -0.214
H -0.428 7.325 -0.018
H 1.243 5.706 1.523
H -0.383 3.848 2.419
H -2.593 3.963 1.550
C 3.303 -4.462 3.503
N 2.559 -3.465 2.778
C 3.288 -2.696 1.775
C 1.319 -3.050 3.160
O 0.545 -3.554 3.956
H 3.665 -5.265 2.860
H 2.728 -5.009 4.255
H 4.219 -4.055 3.948
H 2.600 -1.954 1.389
H 4.158 -2.254 2.237
H 3.593 -3.368 0.961
H 1.042 -2.154 2.566
C -1.745 0.330 6.275
N -1.299 0.852 4.972
C -0.791 -0.163 4.059
C -1.271 2.140 4.793
O -0.890 2.635 3.747
H -1.748 1.160 7.015
H -1.085 -0.447 6.613
H -2.756 -0.070 6.122
H -1.489 -0.989 4.011
H -0.676 0.249 3.075
H 0.168 -0.533 4.412
H -1.644 2.707 5.651
C -1.506 -0.997 -3.935
N -0.640 -0.792 -5.082
C 0.189 0.422 -5.046
C -0.349 -1.792 -5.943
O 0.411 -1.685 -6.869
H -2.071 -0.088 -3.724
H -0.971 -1.308 -3.026
H -2.126 -1.798 -4.340
H -0.340 1.311 -5.370
H 0.625 0.491 -4.052
H 0.978 0.226 -5.784
H -0.892 -2.733 -5.795
C 6.600 -2.248 -2.462
N 5.356 -2.932 -2.151
C 4.111 -2.279 -2.531
C 5.375 -4.062 -1.518
O 4.446 -4.752 -1.162
H 6.609 -1.341 -1.807
H 6.604 -1.958 -3.512
H 7.478 -2.830 -2.191
H 3.318 -2.261 -1.748
H 4.356 -1.220 -2.673
H 3.755 -2.739 -3.466
H 6.396 -4.441 -1.266
C -2.947 2.467 -2.013
N -4.279 2.048 -2.408
C -5.126 3.121 -2.968
C -4.681 0.791 -2.375
O -4.031 -0.133 -1.943
H -2.945 2.929 -1.021
H -2.597 3.189 -2.751
H -2.286 1.588 -2.043
H -4.713 3.542 -3.895
H -6.074 2.600 -3.071
H -5.242 3.925 -2.227
H -5.683 0.565 -2.772
C -1.104 -0.660 0.133
N 0.210 0.038 -0.140
C 0.454 1.371 0.378
C 1.164 -0.618 -0.833
O 2.286 -0.161 -1.057
H -1.115 -0.780 1.210
H -1.204 -1.597 -0.449
H -1.915 0.005 -0.174
H -0.344 1.978 -0.065
H 0.406 1.476 1.464
H 1.445 1.580 -0.003
H 0.899 -1.619 -1.182
*
```